[1]
{
  "formula": "C4H4NO3",
  "method": "ωB97M-V/def2-TZVPD",
  "total_charge": -1,
  "de_lowest_kcal_mol": 82.6,
  "lumo_ev": 3.53,
  "total_energy_ha": -435.23194,
  "homo_energy_ev": -3.40,
  "largest_force_ev_per_a": 3.21,
  "elements": ["C", "C", "C", "C", "N", "O", "O", "O", "H", "H", "H", "H"],
  "positions_angstrom": [[-1.32625, 0.56114, -0.27540], [2.04284, 0.15994, 0.96722], [-1.03444, 1.78819, -0.58019], [-2.33365, -0.39170, -0.16401], [0.86779, -0.35953, 0.94917], [-3.60310, -0.11557, -0.72483], [-2.32915, -1.42810, 0.46434], [-0.58233, 2.88388, -0.70599], [0.52266, -1.13364, 1.43423], [1.91203, 1.13607, 0.22892], [-0.13925, -0.00269, 0.39458], [-3.44539, 0.75047, -1.21582]]
}


[2]
{
  "formula": "H28O14",
  "method": "ωB97M-V/def2-TZVPD",
  "total_charge": 0,
  "de_lowest_kcal_mol": 38.8,
  "lumo_ev": -0.13,
  "total_energy_ha": -1070.13906,
  "homo_energy_ev": -10.38,
  "largest_force_ev_per_a": 3.32,
  "elements": ["O", "H", "H", "O", "H", "H", "O", "H", "H", "O", "H", "H", "O", "H", "H", "O", "H", "H", "O", "H", "H", "O", "H", "H", "O", "H", "H", "O", "H", "H", "O", "H", "H", "O", "H", "H", "O", "H", "H", "O", "H", "H"],
  "positions_angstrom": [[2.81588, 1.65871, 0.47713], [2.68275, 2.49473, 0.07409], [1.97216, 1.22846, 0.40540], [-3.01889, -1.45109, -1.27270], [-2.18069, -1.69722, -0.80832], [-3.21929, -0.53343, -0.92933], [0.31817, -2.36117, 2.04753], [0.23999, -2.77679, 2.95502], [1.20612, -2.53920, 1.73972], [0.71412, 0.86054, 2.98395], [0.44014, 0.07439, 3.47244], [-0.09061, 1.38561, 2.99787], [-0.72560, 2.72503, 1.00239], [-0.35948, 1.88600, 0.96252], [-0.21144, 3.11230, 1.73514], [-2.01235, 0.14039, 1.91279], [-1.82860, 0.04216, 2.82909], [-2.59883, 0.87496, 1.90118], [-3.45083, 1.09521, -0.84082], [-2.58547, 1.23538, -1.28782], [-3.99752, 1.65049, -1.39493], [-0.74470, -0.74027, -3.11681], [0.10628, -1.11561, -2.87671], [-1.23000, -1.21880, -2.45667], [2.33802, -2.22981, 0.13893], [1.91367, -2.11769, -0.68350], [2.97299, -2.96521, -0.02626], [1.54818, 1.81346, -3.60168], [2.25171, 2.15037, -3.06158], [0.86952, 1.63660, -2.93657], [0.53348, 0.23215, 0.06930], [0.30288, -0.21234, 0.87681], [-0.11828, 0.18686, -0.59673], [-0.79415, 1.64562, -2.22265], [-0.92007, 2.39833, -2.78578], [-1.14551, 0.88573, -2.70434], [3.29521, -0.74143, 2.31414], [3.80918, 0.07687, 2.19467], [2.97109, -1.06346, 1.50421], [-0.68514, -2.34477, -0.63493], [-0.95129, -3.23591, -0.62143], [-0.43283, -2.14615, 0.26523]]
}


[3]
{
  "formula": "C10H13O2",
  "method": "ωB97M-V/def2-TZVPD",
  "total_charge": -1,
  "de_lowest_kcal_mol": 11.1,
  "lumo_ev": 3.30,
  "total_energy_ha": -539.37436,
  "homo_energy_ev": -3.76,
  "largest_force_ev_per_a": 1.65,
  "elements": ["C", "C", "C", "O", "O", "H", "H", "H", "H", "H", "C", "C", "C", "C", "C", "C", "C", "H", "H", "H", "H", "H", "H", "H", "H"],
  "positions_angstrom": [[1.07212, 1.62982, -2.16278], [0.51889, 2.59945, -1.11976], [2.30189, 0.82531, -1.58836], [2.38465, 0.59987, -0.36960], [3.11872, 0.48137, -2.50337], [0.28168, 0.99078, -2.55299], [1.55644, 2.14362, -2.99243], [0.15923, 1.99807, -0.27827], [-0.33773, 3.16216, -1.50024], [1.26833, 3.27116, -0.70686], [-2.06350, 0.08296, 2.34196], [-0.65905, -1.64001, -0.73581], [-1.51402, -0.93191, 0.08770], [0.39154, -2.33852, -0.15613], [-1.30131, -0.86870, 1.47605], [0.59533, -2.33258, 1.21452], [-0.21951, -1.55829, 2.01818], [-0.84365, -1.59846, -1.80074], [-2.43373, -0.42559, -0.19335], [1.17809, -2.72374, -0.79451], [1.47198, -2.88739, 1.52352], [-1.93126, -0.08409, 3.40869], [-3.14361, 0.06326, 2.15705], [-0.12923, -1.55764, 3.10056], [-1.72229, 1.09909, 2.12700]]
}


[4]
{
  "formula": "C4H6F2O",
  "method": "ωB97M-V/def2-TZVPD",
  "total_charge": 0,
  "de_lowest_kcal_mol": 113.0,
  "lumo_ev": 0.54,
  "total_energy_ha": -430.80385,
  "homo_energy_ev": -8.37,
  "largest_force_ev_per_a": 4.00,
  "elements": ["C", "C", "C", "C", "O", "F", "F", "H", "H", "H", "H", "H", "H"],
  "positions_angstrom": [[0.72591, -0.26035, 0.46572], [1.09564, 0.83660, 1.16412], [1.12529, -0.73137, -0.90780], [-2.09911, 0.68102, -0.37414], [-2.85310, -0.35601, 0.00744], [-0.17308, -1.01496, 1.00137], [2.13832, 1.69135, 0.59745], [0.71464, -0.11448, -1.73528], [2.20934, -0.55312, -1.05259], [1.03421, -1.78915, -1.04055], [0.89130, 1.01674, 2.17703], [-2.48030, 1.77160, -0.17006], [-2.32905, -1.17788, -0.13273]]
}


[5]
{
  "formula": "C34H49NO8",
  "method": "ωB97M-V/def2-TZVPD",
  "total_charge": 0,
  "lumo_ev": -1.31,
  "total_energy_ha": -1980.94760,
  "homo_energy_ev": -7.99,
  "smiles": "CCNc1ccc2c(c1)C(=O)c1ccccc1C2=O.CC(C)=O.CC(C)=O.CC(C)=O.CC(C)=O.CC(C)=O.CC(C)=O",
  "largest_force_ev_per_a": 8.50,
  "elements": ["C", "C", "N", "C", "C", "C", "C", "C", "C", "C", "O", "C", "C", "C", "C", "C", "C", "C", "O", "H", "H", "H", "H", "H", "H", "H", "H", "H", "H", "H", "H", "H", "C", "C", "C", "O", "H", "H", "H", "H", "H", "H", "C", "C", "C", "O", "H", "H", "H", "H", "H", "H", "C", "C", "C", "O", "H", "H", "H", "H", "H", "H", "C", "C", "C", "O", "H", "H", "H", "H", "H", "H", "C", "C", "C", "O", "H", "H", "H", "H", "H", "H", "C", "C", "C", "O", "H", "H", "H", "H", "H", "H"],
  "positions_angstrom": [[4.86494, -2.52608, 0.10035], [5.63594, -1.18050, 0.63212], [4.92571, -0.44652, 1.76060], [3.54110, -0.04940, 1.28358], [3.44286, 0.78843, -0.13910], [1.93568, 1.17004, -0.67304], [0.63738, 0.69458, 0.22962], [0.76402, -0.11065, 1.68013], [2.26495, -0.49448, 2.21866], [-0.63594, -0.51306, 2.50207], [-0.74252, -0.45384, 3.84834], [-1.87473, -1.04490, 1.51235], [-2.84300, -2.26898, 2.01415], [-4.01114, -2.78278, 0.97759], [-4.11110, -2.01751, -0.49644], [-3.16542, -0.76474, -0.96964], [-1.99937, -0.25055, 0.06300], [-0.93197, 0.99542, -0.26101], [-1.30675, 2.11704, -0.89765], [3.76609, -2.34239, -0.29015], [5.47468, -2.90379, -0.85356], [4.90500, -3.44089, 0.86265], [6.67498, -1.54585, 1.09281], [5.94936, -0.43457, -0.24534], [4.86121, -1.02607, 2.63091], [4.41643, 1.05768, -0.72984], [1.86459, 1.75416, -1.69233], [2.34744, -1.08867, 3.23417], [-2.67136, -2.72978, 3.07774], [-4.69539, -3.67263, 1.30811], [-4.94447, -2.44588, -1.22789], [-3.30957, -0.28443, -2.04062], [5.24980, 5.41633, -1.13512], [4.67830, 4.15378, -1.72270], [3.53759, 4.29526, -2.69469], [5.12613, 3.04890, -1.42009], [6.06615, 5.16110, -0.45109], [5.64651, 6.05052, -1.93193], [4.47699, 5.94823, -0.57445], [3.85804, 4.87944, -3.56096], [2.68851, 4.77714, -2.20347], [3.22724, 3.30231, -3.03693], [-9.11643, -4.93235, -1.72915], [-7.80760, -4.21494, -1.92452], [-7.35948, -3.96192, -3.33915], [-7.13021, -3.84961, -0.96506], [-9.31191, -5.04525, -0.65746], [-9.92850, -4.35133, -2.17349], [-9.06693, -5.92570, -2.18226], [-8.09323, -3.33766, -3.85517], [-7.23165, -4.91203, -3.86394], [-6.39881, -3.43622, -3.32692], [-3.53864, -4.95894, -4.12968], [-4.04450, -4.17309, -5.30970], [-3.23197, -4.22240, -6.57594], [-5.08189, -3.51575, -5.24180], [-4.22554, -4.83003, -3.28647], [-3.49159, -6.02101, -4.38325], [-2.55140, -4.59370, -3.83566], [-3.17131, -5.25160, -6.93848], [-2.23112, -3.82429, -6.39089], [-3.71708, -3.60881, -7.34247], [3.34797, 4.03065, 3.01280], [2.22714, 4.15241, 2.01540], [0.96411, 3.38209, 2.29354], [2.33909, 4.85430, 1.01155], [4.19553, 4.64055, 2.68246], [3.01682, 4.39191, 3.98970], [3.67229, 2.98924, 3.08199], [0.52678, 3.71448, 3.23833], [1.18224, 2.31181, 2.33063], [0.24299, 3.56521, 1.48990], [-2.01360, 7.80147, -0.99835], [-0.52302, 7.63880, -1.13095], [0.18706, 6.85302, -0.06120], [0.09121, 8.12924, -2.07703], [-2.39073, 8.39052, -1.84111], [-2.49700, 6.82136, -1.01256], [-2.24876, 8.32845, -0.07018], [-0.19826, 5.83070, -0.03371], [0.04999, 7.33779, 0.90867], [1.25806, 6.81795, -0.28729], [1.58640, -3.77414, 5.37482], [3.07698, -3.93681, 5.24223], [3.78706, -4.72259, 6.31197], [3.69121, -3.44637, 4.29614], [1.20927, -3.18509, 4.53206], [1.10300, -4.75425, 5.36061], [1.35124, -3.24716, 6.30299], [3.40174, -5.74491, 6.33946], [3.64999, -4.23782, 7.28184], [4.85806, -4.75766, 6.08588]]
}


[6]
{
  "formula": "C36H59FN6O7",
  "method": "ωB97M-V/def2-TZVPD",
  "total_charge": 0,
  "lumo_ev": 0.60,
  "total_energy_ha": -2362.16926,
  "homo_energy_ev": -8.53,
  "smiles": "CC(=O)OCCCCCC[C@H](O[C@H](CC(=O)N(C)C)c1cccnc1)[C@H](CCO)N(C[C@H](C)F)c1ccccn1.CN(C)C=O.CN(C)C=O",
  "largest_force_ev_per_a": 2.61,
  "elements": ["C", "C", "O", "O", "C", "C", "C", "C", "C", "C", "C", "O", "C", "C", "C", "O", "N", "C", "C", "C", "C", "C", "C", "N", "C", "C", "C", "C", "O", "N", "C", "C", "C", "F", "C", "C", "C", "C", "C", "N", "H", "H", "H", "H", "H", "H", "H", "H", "H", "H", "H", "H", "H", "H", "H", "H", "H", "H", "H", "H", "H", "H", "H", "H", "H", "H", "H", "H", "H", "H", "H", "H", "H", "H", "H", "H", "H", "H", "H", "H", "H", "H", "H", "H", "H", "C", "N", "C", "C", "O", "H", "H", "H", "H", "H", "H", "H", "C", "N", "C", "C", "O", "H", "H", "H", "H", "H", "H", "H"],
  "positions_angstrom": [[-3.49136, 1.71501, 2.75758], [-3.35540, 1.01368, 1.40775], [-3.10798, -0.16851, 1.33928], [-3.56506, 1.82424, 0.31959], [-2.57340, 1.64105, -0.70104], [-1.34931, 2.53368, -0.51105], [-0.46063, 2.14105, 0.68394], [0.10546, 0.69722, 0.49466], [1.62870, 0.67910, 0.62251], [2.27312, -0.71300, 0.51654], [2.01264, -1.46877, -0.80638], [2.05500, -2.88271, -0.72654], [1.10927, -3.52093, 0.09729], [-0.29011, -2.87871, 0.15744], [-0.99029, -2.76350, -1.20130], [-2.20043, -2.68224, -1.22777], [-0.21711, -2.77245, -2.44679], [-0.84955, -1.73538, -3.29888], [-0.47592, -4.09757, -3.09569], [1.67857, -3.88631, 1.49431], [0.83162, -4.37040, 2.46846], [1.42730, -4.63214, 3.69375], [2.77325, -4.39070, 3.80992], [3.59826, -3.96449, 2.87440], [3.02905, -3.71002, 1.69565], [3.03568, -1.11559, -1.93660], [4.36239, -1.86106, -1.80803], [4.29497, -3.14379, -2.66514], [4.66881, -2.73821, -4.00920], [3.05581, 0.35211, -2.10955], [4.33151, 1.04986, -2.06304], [4.96305, 1.23954, -0.68119], [5.78647, 2.55717, -0.67054], [5.86854, 0.23366, -0.34497], [2.24456, 0.75908, -3.22472], [2.80578, 0.70732, -4.49049], [2.02684, 1.08141, -5.55727], [0.72218, 1.46991, -5.31313], [0.29312, 1.47908, -4.01544], [1.00583, 1.11792, -2.95314], [-2.48940, 1.71065, 3.19549], [-4.15900, 1.08387, 3.34667], [-3.87928, 2.72501, 2.61768], [-3.04541, 1.94786, -1.64261], [-2.30507, 0.58977, -0.84018], [-0.74138, 2.47775, -1.42124], [-1.68476, 3.57124, -0.38874], [-1.02855, 2.16831, 1.61602], [0.40937, 2.80402, 0.72549], [-0.27364, 0.28886, -0.44692], [-0.34051, 0.08782, 1.29333], [1.85813, 1.05295, 1.63241], [2.03741, 1.41747, -0.07177], [3.36586, -0.62706, 0.61741], [1.95280, -1.26453, 1.40723], [1.07588, -1.06649, -1.21372], [0.93982, -4.50994, -0.36425], [-0.28862, -1.92884, 0.69751], [-0.94993, -3.53896, 0.72198], [-1.78824, -2.07844, -3.75144], [-0.18078, -1.43143, -4.11172], [-1.08063, -0.83273, -2.72606], [-1.22362, -4.67557, -2.54291], [-0.80335, -3.97897, -4.12770], [0.46130, -4.66514, -3.05554], [-0.22258, -4.53704, 2.29927], [0.84888, -5.00507, 4.52972], [3.21477, -4.57329, 4.79214], [3.67459, -3.35805, 0.90154], [2.53656, -1.52577, -2.82913], [4.58771, -2.21397, -0.79451], [5.25843, -1.35526, -2.16600], [5.03780, -3.88269, -2.35345], [3.27866, -3.53526, -2.72538], [4.00432, -3.03497, -4.63468], [5.12505, 0.63711, -2.71504], [4.16329, 2.05583, -2.45504], [4.24190, 1.33474, 0.13128], [6.82057, 2.35160, -0.95166], [5.80297, 2.90140, 0.37015], [5.31314, 3.35410, -1.24401], [3.83158, 0.39876, -4.64858], [2.42358, 1.07256, -6.56692], [0.05416, 1.75806, -6.11474], [-0.73032, 1.81136, -3.83086], [-1.27154, 1.15445, 8.00743], [-1.11718, 1.57823, 6.62957], [-1.10587, 2.99930, 6.32274], [-0.98347, 0.69799, 5.62089], [-0.85122, 0.99921, 4.44933], [-2.22003, 1.52524, 8.40117], [-0.45325, 1.55601, 8.60854], [-1.26058, 0.06860, 8.07507], [-1.91970, 3.23284, 5.63523], [-0.16340, 3.26264, 5.84113], [-1.22316, 3.57788, 7.23558], [-1.00475, -0.35258, 5.95503], [-7.13849, 2.04999, -1.37593], [-7.45842, 3.27992, -0.67810], [-8.60001, 4.06625, -1.11092], [-6.72500, 3.71805, 0.36491], [-6.94134, 4.73908, 0.98969], [-6.93507, 2.26646, -2.42727], [-7.98248, 1.35974, -1.31012], [-6.26088, 1.58022, -0.93477], [-8.26976, 5.06508, -1.39944], [-9.31083, 4.16459, -0.28936], [-9.08471, 3.58414, -1.95664], [-5.88355, 3.04944, 0.61053]]
}


no.,Kohn-Sham gap (eV)
1,6.92
2,10.25
3,7.06
4,8.90
5,6.68
6,9.12